Record 1
C40H54BaNO6P3S2 | ωB97M-V/def2-TZVPD

Values from the calculation:
energy: -106364.94665 eV
total charge: 0
multiplicity: 1
energy relative to the best compared isomer or geometry (same formula, charge and spin): 716.01 kJ/mol
highest occupied orbital energy: -5.58 eV
HOMO-LUMO gap: 5.2 eV

```
107
Properties=species:S:1:pos:R:3:lowdin_charge:R:1
Ba 0.42 0.86 -0.05 1.954
C -4.23 1.33 3.48 -0.049
C -2.81 0.89 3.67 -0.261
C -1.76 1.80 3.49 -0.038
C -0.45 1.42 3.74 -0.123
C -0.15 0.11 4.11 -0.114
C -1.18 -0.81 4.23 -0.088
C -2.50 -0.41 4.04 -0.061
H -4.93 0.58 3.87 0.074
H -4.43 1.47 2.42 0.022
H -4.41 2.28 3.99 0.081
H -1.99 2.82 3.20 0.120
H 0.33 2.16 3.70 0.074
H 0.87 -0.18 4.31 0.087
H -0.97 -1.84 4.52 0.106
H -3.29 -1.13 4.18 0.097
C 4.95 1.72 4.04 -0.033
C 3.49 2.17 4.08 -0.417
C 2.90 2.04 5.47 -0.027
O 2.71 1.33 3.19 -0.185
P 2.41 1.56 1.66 0.404
O 1.23 2.35 1.32 -0.529
C 2.25 -0.17 1.18 -0.369
P 2.87 -0.21 -0.49 0.342
O 2.22 0.85 -1.28 -0.535
O 4.40 -0.08 -0.20 -0.161
C 5.50 0.31 -1.06 -0.404
C 5.13 0.46 -2.53 -0.034
C 6.59 -0.73 -0.88 -0.032
O 2.72 -1.68 -0.99 -0.142
C 2.00 -2.34 -2.09 -0.359
C 1.77 -1.44 -3.29 -0.033
C 0.71 -2.94 -1.54 -0.039
O 3.72 2.25 1.09 -0.180
C 3.72 3.67 0.70 -0.397
C 4.95 4.30 1.33 -0.029
C 3.73 3.84 -0.81 -0.018
H 5.55 2.34 4.69 0.093
H 5.35 1.78 3.02 0.069
H 5.02 0.68 4.38 0.095
H 3.42 3.21 3.74 0.135
H 2.79 0.99 5.73 0.092
H 1.91 2.50 5.52 0.083
H 3.56 2.52 6.19 0.091
H 1.21 -0.44 1.26 -0.032
H 2.85 -0.81 1.84 0.129
H 5.85 1.27 -0.67 0.134
H 4.83 -0.51 -2.93 0.084
H 6.00 0.81 -3.08 0.097
H 4.32 1.16 -2.68 0.076
H 6.25 -1.69 -1.27 0.093
H 6.85 -0.85 0.17 0.086
H 7.48 -0.43 -1.43 0.091
H 2.67 -3.14 -2.38 0.148
H 1.12 -0.60 -3.05 0.061
H 1.31 -2.02 -4.08 0.081
H 2.73 -1.05 -3.66 0.084
H -0.02 -2.17 -1.28 0.018
H 0.92 -3.55 -0.66 0.091
H 0.26 -3.58 -2.30 0.096
H 2.82 4.14 1.10 0.137
H 5.84 3.76 1.03 0.092
H 4.88 4.28 2.42 0.071
H 5.03 5.34 1.01 0.095
H 4.64 3.41 -1.23 0.085
H 3.69 4.90 -1.06 0.099
H 2.87 3.35 -1.26 0.076
S -3.81 0.99 -0.23 0.202
P -3.87 -1.00 -0.04 0.022
S -2.24 -1.90 0.67 0.157
C -5.31 -1.42 1.02 -0.377
C -5.17 -2.00 2.27 -0.129
C -6.30 -2.29 3.03 -0.093
C -7.56 -2.02 2.54 -0.097
C -7.70 -1.44 1.28 -0.082
C -6.59 -1.13 0.53 -0.089
C -4.45 -1.79 -1.60 -0.398
C -4.88 -1.03 -2.68 -0.116
C -5.35 -1.67 -3.82 -0.080
C -5.39 -3.05 -3.89 -0.091
C -4.97 -3.81 -2.80 -0.086
C -4.50 -3.18 -1.66 -0.103
H -4.18 -2.25 2.62 0.049
H -6.18 -2.73 4.02 0.099
H -8.44 -2.28 3.12 0.098
H -8.69 -1.23 0.89 0.101
H -6.68 -0.65 -0.44 0.102
H -4.84 0.05 -2.61 0.071
H -5.68 -1.08 -4.67 0.102
H -5.75 -3.54 -4.78 0.099
H -5.01 -4.89 -2.85 0.100
H -4.17 -3.76 -0.80 0.092
C -1.12 1.83 -2.68 -0.190
C -0.96 0.68 -3.54 -0.376
C -0.41 0.74 -4.84 -0.058
C -0.27 -0.39 -5.62 -0.053
C -0.65 -1.65 -5.14 -0.302
C -1.22 -1.73 -3.85 -0.070
C -1.37 -0.60 -3.09 -0.105
C -0.41 -2.83 -5.89 -0.228
N -0.19 -3.80 -6.48 0.124
H -2.14 1.95 -2.32 -0.031
H -0.74 2.75 -3.14 0.001
H -0.10 1.70 -5.24 0.103
H 0.15 -0.32 -6.62 0.113
H -1.54 -2.70 -3.47 0.120
H -1.75 -0.67 -2.08 0.050
```

---

Record 2
C40H54BrF4N9SSiSr | ωB97M-V/def2-TZVPD

Values from the calculation:
energy: -156231.76723 eV
total charge: 0
multiplicity: 1
energy relative to the best compared isomer or geometry (same formula, charge and spin): 199.28 kJ/mol
highest occupied orbital energy: -7.36 eV
HOMO-LUMO gap: 7.2 eV

```
111
Properties=species:S:1:pos:R:3:lowdin_charge:R:1
Sr 1.62 0.28 0.45 1.327
C 3.65 2.07 -0.10 -0.172
N 3.44 1.68 1.30 -0.399
C 3.97 2.71 2.20 -0.089
C 4.11 0.37 1.56 -0.220
C 4.39 -0.71 0.43 -0.268
N 3.28 -1.31 -0.29 -0.165
C 3.49 -2.14 -1.32 -0.244
C 2.34 -2.47 -2.09 -0.180
F 1.17 -1.89 -1.72 0.015
C 2.37 -3.32 -3.16 -0.228
F 1.23 -3.58 -3.81 0.080
C 3.56 -3.91 -3.58 0.048
C 4.69 -3.60 -2.86 -0.228
F 5.87 -4.14 -3.22 0.086
C 4.67 -2.75 -1.77 -0.150
F 5.84 -2.53 -1.12 0.072
H 3.45 1.22 -0.77 0.027
H 4.71 2.32 -0.26 0.114
H 3.03 2.91 -0.39 0.017
H 3.44 3.64 2.00 0.046
H 5.04 2.86 2.02 0.097
H 3.82 2.41 3.24 0.065
H 3.63 -0.11 2.42 0.110
H 5.14 0.58 1.85 0.122
H 4.95 -1.44 1.02 0.120
H 5.11 -0.23 -0.24 0.112
H 3.59 -4.58 -4.43 0.129
C -1.60 3.85 -2.54 -0.065
C -0.75 4.50 -3.41 -0.046
C 0.54 4.02 -3.56 -0.010
C 0.94 2.91 -2.83 -0.240
N 0.13 2.29 -1.97 0.117
C -1.11 2.75 -1.84 -0.201
C 2.30 2.34 -3.03 -0.257
C 3.40 3.18 -3.21 -0.027
C 4.63 2.61 -3.48 -0.055
C 4.72 1.23 -3.57 -0.043
C 3.58 0.48 -3.36 -0.118
N 2.39 1.01 -3.08 0.135
H -2.62 4.17 -2.40 0.110
H -1.08 5.36 -3.98 0.113
H 1.23 4.48 -4.26 0.116
H -1.75 2.23 -1.15 0.029
H 3.28 4.25 -3.13 0.120
H 5.50 3.23 -3.62 0.113
H 5.66 0.74 -3.80 0.110
H 3.61 -0.60 -3.42 0.101
N 0.57 0.14 2.84 0.062
C 0.89 0.33 3.94 -0.226
C 1.36 0.70 5.19 -0.283
C 1.97 1.97 5.25 -0.251
N 2.40 3.04 5.23 0.147
C 1.19 -0.14 6.32 -0.243
N 1.06 -0.82 7.24 0.126
S 1.33 4.77 0.42 0.615
C 0.07 4.23 1.42 -0.844
N 0.27 3.85 2.69 0.043
C -0.75 3.24 3.55 -0.160
C -1.86 2.65 2.70 -0.168
C -2.32 3.71 1.72 -0.164
N -1.19 4.18 0.95 0.009
H 1.21 3.92 3.04 0.095
H -1.15 3.99 4.24 0.129
H -0.27 2.48 4.15 0.077
H -2.68 2.32 3.33 0.123
H -1.48 1.78 2.15 0.068
H -2.77 4.55 2.27 0.124
H -3.08 3.34 1.03 0.113
H -1.27 4.37 -0.04 0.078
C -2.95 -1.53 2.88 -0.095
C -2.53 -2.59 1.86 -0.619
C -1.03 -2.86 2.10 -0.108
C -3.29 -3.90 2.17 -0.080
Si -2.90 -2.03 0.07 0.557
Br -1.48 -0.23 -0.25 0.567
C -4.61 -1.18 -0.20 -0.625
C -4.79 -0.83 -1.68 -0.103
C -5.77 -2.11 0.20 -0.083
C -4.77 0.12 0.61 -0.116
C -2.41 -3.26 -1.32 -0.610
C -2.14 -2.56 -2.67 -0.107
C -3.52 -4.29 -1.55 -0.087
C -1.13 -4.02 -0.94 -0.094
H -2.64 -1.86 3.87 0.092
H -4.03 -1.38 2.91 0.064
H -2.46 -0.57 2.69 0.057
H -0.87 -2.98 3.17 0.093
H -0.41 -2.02 1.79 0.017
H -0.67 -3.76 1.61 0.064
H -3.05 -4.21 3.19 0.093
H -2.99 -4.71 1.51 0.067
H -4.37 -3.78 2.11 0.068
H -4.90 -1.71 -2.30 0.064
H -3.96 -0.23 -2.08 0.070
H -5.70 -0.24 -1.79 0.087
H -5.78 -3.05 -0.35 0.070
H -6.72 -1.60 0.00 0.091
H -5.76 -2.34 1.27 0.068
H -3.92 0.79 0.50 0.028
H -4.92 -0.06 1.67 0.063
H -5.66 0.64 0.24 0.086
H -3.05 -2.23 -3.16 0.063
H -1.66 -3.29 -3.34 0.084
H -1.46 -1.72 -2.59 0.039
H -4.44 -3.84 -1.94 0.062
H -3.78 -4.86 -0.65 0.073
H -3.18 -5.02 -2.30 0.093
H -0.32 -3.37 -0.62 0.062
H -0.77 -4.56 -1.82 0.089
H -1.32 -4.76 -0.16 0.073
```

---

Record 3
C40H54N10O2Ti | ωB97M-V/def2-TZVPD

Values from the calculation:
energy: -84464.90721 eV
total charge: 0
multiplicity: 3
energy relative to the best compared isomer or geometry (same formula, charge and spin): 0.00 kJ/mol
highest occupied orbital energy (spin up / spin down): -5.21 / -7.80 eV
HOMO-LUMO gap (spin up / spin down): 5.5 / 8.0 eV

```
107
Properties=species:S:1:pos:R:3:lowdin_charge:R:1
Ti 1.73 1.09 0.59 0.896
C -2.51 -2.18 2.31 -0.082
N -1.57 -1.11 2.62 -0.228
C -0.67 -1.33 3.70 -0.197
C 0.68 -0.52 3.69 -0.137
C 1.81 -1.02 2.79 -0.185
N 1.47 -0.87 1.35 -0.042
C 1.12 -1.91 0.65 -0.050
C 0.63 -1.95 -0.73 -0.166
C 0.24 -3.19 -1.22 -0.084
C -0.11 -3.28 -2.52 -0.120
C 0.15 -2.19 -3.43 -0.084
C 0.70 -1.00 -2.98 -0.013
C 1.00 -0.85 -1.54 -0.284
O 1.57 0.28 -1.15 -0.209
C -2.26 0.15 2.71 -0.228
C -2.60 0.76 1.38 -0.152
C -1.30 0.87 0.48 -0.144
N -0.10 1.62 1.13 -0.143
C -0.44 2.71 1.85 -0.167
C 0.36 3.47 2.70 -0.188
C -0.16 4.67 3.26 -0.027
C 0.48 5.44 4.29 -0.091
C 1.72 4.99 4.68 -0.118
C 2.27 3.85 4.08 -0.053
C 1.68 3.14 3.09 -0.308
O 2.37 2.21 2.35 -0.167
H -3.17 -2.33 3.20 0.098
H -1.97 -3.12 2.14 0.082
H -3.02 -1.81 1.43 0.045
H -0.54 -2.40 3.84 0.117
H -1.11 -0.92 4.61 0.105
H 1.04 -0.32 4.75 0.135
H 0.42 0.51 3.38 0.079
H 2.03 -2.04 3.02 0.104
H 2.63 -0.35 2.94 0.091
H 1.15 -2.92 1.17 0.148
H 0.15 -3.99 -0.50 0.118
H -0.58 -4.23 -2.95 0.125
H 0.00 -2.38 -4.50 0.105
H 0.97 -0.12 -3.52 0.102
H -1.65 0.86 3.27 0.110
H -3.15 0.00 3.30 0.114
H -3.09 1.73 1.51 0.106
H -3.23 0.04 0.81 0.093
H -1.51 1.44 -0.43 0.090
H -0.91 -0.11 0.24 0.069
H -1.48 2.87 2.00 0.096
H -1.08 5.04 2.88 0.086
H 0.08 6.36 4.74 0.099
H 2.28 5.56 5.46 0.110
H 3.28 3.57 4.31 0.110
N 4.34 3.74 1.39 0.026
C 3.46 4.61 0.60 -0.222
C 2.98 3.99 -0.68 -0.249
N 1.97 2.94 -0.74 -0.019
H 4.84 4.24 2.13 0.118
H 4.91 3.18 0.79 0.055
H 3.31 2.66 2.02 0.094
H 3.89 5.59 0.36 0.118
H 2.58 4.74 1.26 0.116
H 3.90 3.58 -1.18 0.135
H 2.72 4.77 -1.40 0.113
H 1.96 2.48 -1.63 0.077
H 1.04 3.41 -0.61 0.119
C -2.66 -0.20 -2.60 0.000
C -2.88 -1.58 -2.06 -0.344
N -2.65 -2.01 -0.85 0.108
C -2.95 -3.34 -0.80 -0.133
C -3.36 -3.74 -2.04 -0.064
N -3.34 -2.63 -2.86 -0.027
C -3.69 -2.66 -4.26 -0.107
N -5.05 -3.01 -4.40 -0.089
N -5.35 -4.08 -5.14 0.041
N -6.60 -4.22 -5.18 0.055
C -7.19 -3.30 -4.35 -0.226
C -8.55 -3.07 -4.06 -0.024
C -8.84 -2.01 -3.22 -0.055
C -7.74 -1.27 -2.58 -0.065
C -6.41 -1.48 -2.83 -0.019
C -6.17 -2.48 -3.77 -0.123
H -1.74 -0.02 -3.15 0.071
H -2.79 0.50 -1.70 0.093
H -3.42 0.05 -3.31 0.055
H -2.95 -3.86 0.13 0.087
H -3.81 -4.67 -2.40 0.126
H -3.10 -3.54 -4.76 0.172
H -3.47 -1.72 -4.76 0.134
H -9.25 -3.67 -4.68 0.121
H -9.87 -1.74 -3.02 0.093
H -8.01 -0.54 -1.84 0.094
H -5.60 -0.93 -2.36 0.108
C 6.37 -0.32 -1.59 -0.064
C 6.41 -0.13 -0.06 -0.641
C 7.62 0.79 0.25 -0.066
C 6.78 -1.48 0.48 -0.092
C 5.07 0.36 0.40 -0.125
C 3.97 0.80 0.65 -0.076
H 7.39 -0.44 -1.96 0.080
H 5.93 0.56 -1.99 0.062
H 5.78 -1.21 -1.85 0.091
H 8.50 0.31 -0.19 0.076
H 7.69 0.95 1.36 0.091
H 7.45 1.81 -0.19 0.087
H 7.70 -1.83 0.00 0.081
H 6.02 -2.26 0.43 0.087
H 7.04 -1.40 1.54 0.082
```

---

Record 4
C40H55BClF5IN2O7PS2 | ωB97M-V/def2-TZVPD

Values from the calculation:
energy: -125531.77032 eV
total charge: 0
multiplicity: 1
highest occupied orbital energy: -8.31 eV
HOMO-LUMO gap: 8.4 eV

```
115
Properties=species:S:1:pos:R:3:lowdin_charge:R:1
C 5.66 0.87 -0.43 -0.109
C 5.25 0.11 -1.68 -0.221
C 4.01 -0.77 -1.49 -0.209
O 2.90 -0.38 -2.30 -0.129
C 2.37 0.87 -1.94 -0.119
C 1.05 1.05 -2.67 -0.450
F 1.31 1.14 -4.04 0.047
C 0.07 -0.10 -2.47 -0.080
C -0.17 -0.48 -1.00 -0.240
C 0.57 -1.74 -0.53 -0.556
S -0.51 -3.21 -0.42 0.714
O 0.55 2.30 -2.22 -0.108
C -0.17 3.23 -3.03 -0.630
C -1.22 2.64 -4.00 -0.094
P 1.12 4.17 -4.09 0.697
N 2.64 4.14 -3.79 -0.288
C -0.85 4.17 -2.00 -1.028
Cl -1.85 5.38 -2.97 0.604
I 0.73 5.39 -1.02 0.914
N -1.60 3.58 -0.98 -0.202
C -2.13 2.23 -1.03 -0.170
C -3.62 2.10 -1.36 -0.148
C -4.04 0.62 -1.36 -0.183
C -5.42 0.40 -0.73 -0.211
S -6.56 -0.66 -1.62 0.591
O -7.14 0.15 -2.65 -0.292
O -7.32 -1.41 -0.68 -0.258
O -5.63 -1.74 -2.34 -0.153
C -2.38 4.47 -0.12 -0.132
B -2.54 3.92 1.35 -0.666
O -1.47 3.33 1.97 0.168
O -3.77 4.06 1.94 0.172
H 4.89 1.60 -0.14 0.071
H 6.59 1.41 -0.58 0.071
H 5.80 0.20 0.42 0.073
H 6.08 -0.51 -2.02 0.106
H 5.05 0.81 -2.50 0.111
H 3.70 -0.76 -0.43 0.116
H 4.20 -1.80 -1.77 0.121
H 2.20 0.94 -0.86 0.146
H 3.03 1.69 -2.23 0.118
H 0.46 -0.94 -3.04 0.135
H -0.88 0.17 -2.94 0.103
H -1.24 -0.64 -0.87 0.066
H 0.08 0.36 -0.35 0.111
H 1.00 -1.60 0.46 0.062
H 1.38 -1.98 -1.20 0.051
H 0.01 -3.87 -1.46 -0.152
H -1.33 3.30 -4.87 0.062
H -0.89 1.68 -4.38 0.082
H -2.21 2.55 -3.56 0.048
H 0.55 5.46 -4.17 -0.033
H 0.75 3.68 -5.36 0.012
H 2.90 3.69 -2.93 -0.061
H -1.94 1.77 -0.05 0.130
H -1.55 1.64 -1.73 0.080
H -4.22 2.66 -0.64 0.107
H -3.82 2.54 -2.34 0.106
H -4.02 0.25 -2.39 0.106
H -3.30 0.03 -0.82 0.104
H -5.37 -0.02 0.27 0.109
H -5.97 1.34 -0.68 0.108
H -5.30 -1.38 -3.18 0.095
H -1.84 5.42 -0.03 0.057
H -3.35 4.72 -0.56 0.108
H -1.56 3.27 2.93 0.069
H -3.81 3.83 2.89 0.105
F 3.06 -3.48 0.33 0.035
C 3.20 -4.67 0.95 -0.283
C 3.24 -4.69 2.33 -0.011
C 3.38 -5.92 2.97 -0.076
C 3.49 -7.08 2.22 -0.091
C 3.45 -7.03 0.84 -0.082
C 3.30 -5.81 0.18 -0.016
H 3.15 -3.76 2.89 0.117
H 3.41 -5.96 4.05 0.089
H 3.60 -8.03 2.73 0.101
H 3.53 -7.94 0.26 0.105
H 3.27 -5.74 -0.89 0.117
F -2.00 3.61 5.00 0.038
C -1.51 2.65 5.84 -0.269
C -1.87 2.72 7.17 -0.013
C -1.38 1.73 8.02 -0.076
C -0.55 0.73 7.53 -0.089
C -0.21 0.70 6.19 -0.075
C -0.69 1.67 5.32 -0.012
H -2.51 3.51 7.52 0.120
H -1.64 1.76 9.07 0.107
H -0.17 -0.03 8.20 0.104
H 0.43 -0.08 5.80 0.108
H -0.44 1.67 4.27 0.115
F 4.54 -6.74 5.99 0.039
C 5.88 -6.70 6.11 -0.285
C 6.62 -7.79 5.70 -0.016
C 8.00 -7.74 5.83 -0.082
C 8.61 -6.62 6.36 -0.096
C 7.84 -5.54 6.77 -0.083
C 6.46 -5.57 6.65 -0.017
H 6.11 -8.66 5.29 0.117
H 8.59 -8.58 5.51 0.105
H 9.69 -6.58 6.46 0.101
H 8.32 -4.66 7.19 0.105
H 5.84 -4.74 6.95 0.117
F -4.22 2.87 -4.99 0.036
C -5.45 3.03 -5.53 -0.274
C -6.53 2.43 -4.90 -0.012
C -7.78 2.59 -5.47 -0.071
C -7.95 3.32 -6.63 -0.094
C -6.85 3.91 -7.24 -0.085
C -5.58 3.77 -6.69 -0.017
H -6.38 1.85 -4.00 0.084
H -8.64 2.12 -4.98 0.109
H -8.93 3.44 -7.07 0.101
H -6.97 4.49 -8.15 0.104
H -4.70 4.21 -7.14 0.117
```